Record 1
ORCA calculation (wB97M-V/def2-TZVPD) on 10 unconnected molecules or ions with the total composition C9H37NO10.

Each line ends with the natural charge from an NBO analysis.
Cartesian coordinates (Å):
O -0.31024 0.24068 1.84194  -0.65
O 2.86857 -2.03910 -1.35951  -1.02
O 4.10126 3.52386 -4.52369  -0.96
O 4.33466 2.00090 -2.21230  -0.99
O 1.85904 0.21455 3.27424  -0.97
O 3.15017 0.69773 -5.59319  -0.94
O 1.27771 -0.81083 -3.37012  -0.98
O 1.86972 1.46694 -1.39008  -1.02
O 0.08512 2.42550 0.24185  -1.00
O 3.05783 -0.35004 0.78817  -1.00
N -1.59962 0.07740 1.31530  -0.21
C -2.61726 1.51592 2.99166  -0.62
C -4.01249 -0.10356 1.75205  -0.41
C -0.89592 -2.42877 1.01324  -0.65
C -2.68198 0.14351 2.44393  0.14
C -4.05715 -1.40305 0.98948  -0.41
C -2.98966 -1.28284 -0.09426  -0.41
C -1.56259 -1.09964 0.44665  0.12
C -0.73681 -0.76205 -0.81128  -0.62
C -2.41323 -0.82453 3.54659  -0.65
H -4.08788 0.71195 1.06495  0.21
H 4.46714 4.32240 -4.95881  0.48
H 0.00989 1.03812 1.44986  0.51
H 2.96899 -1.57056 -0.44266  0.52
H -1.25695 -0.01373 -1.53653  0.20
H -3.91067 -2.25454 1.64713  0.20
H 1.84323 -1.43485 -2.89300  0.51
H 2.48392 -0.45905 1.56411  0.51
H -3.30228 1.52011 3.86142  0.21
H 3.46526 -2.78914 -1.21156  0.47
H 2.61676 0.38552 0.24369  0.51
H 2.31886 0.29680 4.11146  0.48
H -3.01188 2.26075 2.33732  0.22
H -1.10073 -3.36077 0.55879  0.22
H 2.98156 0.57696 -4.67799  0.47
H -1.82857 -0.33903 4.29515  0.22
H -5.12219 -1.62238 0.62333  0.21
H -1.57264 1.74267 3.25094  0.23
H -3.22365 -0.39140 -0.73978  0.21
H 3.56713 3.11131 -5.16533  0.49
H -2.16045 -1.82344 3.27225  0.22
H -4.68785 -0.06657 2.56801  0.21
H -0.79377 2.04192 0.10438  0.47
H 4.55742 1.07358 -2.06723  0.49
H 2.76464 -0.12835 -5.82894  0.47
H 1.42509 0.76510 -1.93261  0.50
H -1.09458 -2.50895 2.14612  0.21
H 1.02740 -0.24452 3.38031  0.50
H 2.65637 1.79118 -1.85467  0.52
H 0.39858 -1.09595 -3.14135  0.48
H 4.70874 2.40679 -3.04701  0.53
H 0.60058 2.33573 -0.62942  0.51
H -3.36637 -0.94294 4.07290  0.21
H 0.25073 -2.32903 1.02508  0.22
H -3.02287 -2.13529 -0.75855  0.21
H -0.57813 -1.69476 -1.37749  0.20
H 0.28203 -0.37826 -0.60494  0.22

Atomic forces in eV per Å
O -0.405 -1.485 1.374
O 0.715 0.195 1.946
O 1.480 1.697 0.814
O 0.211 0.650 -0.636
O 0.626 0.173 -0.289
O 0.417 0.553 -0.508
O 0.444 0.275 -0.232
O -1.036 -1.054 -0.203
O 0.198 0.082 -1.002
O -0.913 0.998 -1.332
N -0.922 -0.022 0.303
C -0.165 0.378 1.206
C 1.165 -0.400 0.284
C 1.630 2.152 3.236
C 1.951 -0.967 -2.671
C -1.362 -0.210 -0.369
C -0.747 0.070 -0.263
C 0.046 -0.717 -1.177
C 0.151 0.939 -1.316
C -1.705 0.027 0.972
H -0.750 0.630 -0.431
H -0.325 -0.773 0.451
H 0.730 1.422 -0.653
H -0.480 -0.179 -1.592
H 0.734 -1.104 1.372
H 0.518 -0.184 0.219
H 0.303 -0.035 0.363
H 0.188 0.323 0.134
H 0.630 0.238 0.010
H -0.268 0.078 -0.470
H 0.768 -1.188 0.968
H -0.160 -0.180 0.130
H -0.054 0.518 -0.770
H -0.703 -0.707 -0.820
H -0.031 0.614 1.940
H 1.187 -0.237 0.417
H 1.493 0.611 -0.057
H -0.517 0.146 0.233
H 0.137 -0.698 0.670
H -1.055 -1.030 -1.317
H 0.568 -0.283 -0.026
H -1.310 0.262 0.430
H 0.057 0.180 -0.239
H 0.464 0.252 -0.493
H -0.491 -1.078 -1.319
H 0.890 0.777 0.214
H 0.139 -0.222 -1.982
H -0.453 -0.009 0.249
H 0.340 0.085 -0.340
H -0.593 -0.088 -0.011
H -0.590 -0.988 1.046
H -0.695 -0.136 1.646
H -0.187 -0.053 0.078
H -1.604 0.078 -0.356
H 0.168 -0.355 -0.212
H -0.178 0.180 0.142
H -0.649 -0.201 0.240

Properties
2S+1 = 1
Kohn-Sham gap = 9.18 eV
Structure (SMILES) = CC1(C)CCCC(C)(C)N1O.O.O.O.O.O.O.O.O.O


Record 2
ORCA calculation (wB97M-V/def2-TZVPD) on 10 unconnected molecules or ions with the total composition C9H37NO10.

Each line ends with the natural charge from an NBO analysis.
Cartesian coordinates (Å):
O 1.83002 -3.17370 -2.62421  -0.96
O 1.53435 -0.45839 -3.33052  -0.99
O -1.14141 -0.05489 -2.64687  -0.99
O -1.55136 -2.46298 -0.92922  -0.99
O -3.01357 -0.66974 1.04345  -0.97
O -1.58482 -5.16641 -2.23410  -0.95
O -3.84776 0.05603 -1.57895  -0.98
O 0.80166 0.34656 3.04970  -0.57
O -2.09491 -2.41506 -4.17744  -0.94
O -3.18439 -4.37652 0.61895  -0.95
N 0.87418 1.26337 1.97649  -0.20
C 1.85993 2.86808 3.59841  -0.64
C 0.79339 3.06760 -0.06020  -0.40
C 1.17104 -0.66474 0.50632  -0.60
C 1.29860 1.65345 -0.37753  -0.39
C 1.39085 3.52360 1.27552  -0.40
C -0.48586 3.05007 2.85268  -0.61
C 1.61356 0.74448 0.82331  0.10
C 0.93717 2.64876 2.43102  0.11
C 3.12921 0.73003 1.10448  -0.64
H -0.29207 3.13213 -0.02979  0.20
H 1.66100 0.37435 3.49807  0.44
H -4.72177 -0.18143 -1.90039  0.48
H 1.30630 -1.36751 1.32839  0.22
H -1.64516 -1.59234 -0.52789  0.50
H -0.49484 4.07544 3.22534  0.20
H -2.57625 0.14429 1.31698  0.49
H 1.19929 3.73282 -0.82160  0.21
H 1.75554 -1.02520 -0.34535  0.22
H 2.88112 2.52967 3.39236  0.21
H 1.65333 -3.88365 -2.00043  0.48
H 3.33604 0.14238 2.01123  0.19
H 1.89110 -3.60573 -3.48199  0.49
H -1.22256 -2.17609 -4.50865  0.48
H 0.62674 -0.28226 -3.04880  0.48
H -0.78066 -2.38282 -1.50494  0.49
H -1.70008 -4.30522 -1.81180  0.48
H -3.73636 -0.43382 -0.74737  0.50
H 1.50865 2.34851 4.49479  0.21
H -2.66332 -1.69751 -4.47172  0.46
H 1.94802 3.92634 3.84956  0.22
H -2.31612 -4.02112 0.39398  0.48
H 2.47296 3.58988 1.15944  0.20
H 1.02977 4.53841 1.47582  0.21
H 2.24437 1.80349 -0.90989  0.21
H 1.71238 -1.32725 -2.94605  0.48
H -0.77800 2.37021 3.65541  0.22
H 0.65742 1.17205 -1.11685  0.21
H -2.04556 -0.40031 -2.61968  0.52
H -1.23004 0.86314 -2.37004  0.48
H 3.66796 0.19263 0.31506  0.22
H 3.60685 1.69864 1.22813  0.21
H -3.36273 -1.05507 1.85300  0.50
H -1.08890 -5.68973 -1.59890  0.46
H -1.18020 2.92598 2.02697  0.21
H 0.11986 -0.71270 0.21119  0.20
H -3.77400 -3.93026 0.00514  0.47

Atomic forces in eV per Å
O -0.005 -0.178 0.075
O 0.103 -0.024 0.086
O -0.098 0.258 0.114
O 0.262 -0.263 0.012
O 0.069 0.115 -0.096
O 0.273 0.059 -0.079
O 0.064 -0.136 -0.067
O 0.167 0.264 -0.078
O -0.024 -0.012 -0.004
O 0.019 -0.014 0.227
N -1.150 -0.672 -0.230
C 0.762 -0.138 0.805
C 0.704 -0.264 0.549
C -0.157 -0.621 -0.241
C 0.547 0.517 -0.677
C -0.693 0.511 -0.767
C 0.379 -0.335 0.285
C 0.512 0.759 0.446
C -0.208 0.186 -0.286
C 0.398 -0.885 0.118
H -0.074 0.026 -0.088
H 0.043 -0.077 0.028
H -0.018 0.003 -0.020
H 0.096 0.149 0.060
H -0.125 -0.065 0.151
H -0.126 -0.002 -0.018
H 0.060 0.033 0.048
H -0.445 0.101 -0.188
H -0.043 0.046 0.008
H -0.076 -0.061 -0.076
H -0.014 -0.016 0.046
H -0.085 0.140 -0.029
H -0.043 0.011 -0.049
H 0.036 0.034 0.029
H -0.061 -0.006 -0.185
H -0.075 0.152 -0.118
H -0.189 -0.045 -0.096
H -0.051 0.155 0.039
H 0.010 0.093 -0.036
H -0.018 -0.008 -0.082
H -0.172 0.031 -0.068
H -0.085 0.146 -0.033
H 0.093 -0.168 0.236
H 0.207 -0.013 0.091
H -0.051 -0.217 -0.038
H 0.113 0.065 -0.061
H -0.181 0.113 0.008
H -0.096 -0.174 0.262
H -0.031 -0.048 0.103
H -0.084 0.023 -0.016
H -0.125 0.196 -0.049
H -0.239 0.186 -0.065
H 0.041 -0.157 -0.029
H -0.125 -0.069 0.092
H -0.075 0.124 -0.088
H 0.069 0.225 0.138
H 0.017 -0.048 -0.100

Properties
2S+1 = 1
Kohn-Sham gap = 8.60 eV
Structure (SMILES) = CC1(C)CCCC(C)(C)N1O.O.O.O.O.O.O.O.O.O


Record 3
ORCA calculation (wB97M-V/def2-TZVPD) on 10 unconnected molecules or ions with the total composition C9H38O10.

Each line ends with the natural charge from an NBO analysis.
Cartesian coordinates (Å):
O 7.69090 1.47350 1.93340  -0.98
O 2.26530 1.65671 -1.68284  -0.77
O 2.70180 0.96954 6.41440  -0.75
O 4.72503 0.60412 2.42653  -0.77
O 9.05916 0.17036 3.88702  -0.98
O 2.98534 5.93870 2.33898  -0.72
O 3.94766 -0.31259 -0.26676  -0.97
O 6.55223 3.99370 2.22931  -0.96
O 5.41694 1.33068 5.68408  -0.76
O 0.00455 2.83843 -0.28941  -0.75
C 2.47666 5.09991 3.36961  -0.07
C 0.15239 4.24092 -0.40380  -0.25
C 2.75972 1.92138 -2.99031  -0.06
C 2.13220 0.10488 7.40035  -0.25
C 5.96842 0.05362 5.45020  -0.26
C 2.53067 1.54487 2.12224  -0.66
C 3.95690 1.77636 2.63626  -0.07
C 1.01103 5.31609 3.70502  -0.64
C 1.74674 2.81089 -3.69526  -0.63
H 2.54733 0.38026 8.36281  0.19
H 2.81152 0.96882 -1.26611  0.51
H 0.29644 4.53919 -1.44640  0.16
H 5.80694 4.16095 1.63840  0.49
H 3.70589 2.46842 -2.98517  0.16
H 0.38481 5.07324 2.84538  0.22
H 8.57103 0.56432 3.12692  0.50
H 0.74306 2.41180 -3.83979  0.22
H 0.80558 6.35305 3.99116  0.20
H 4.44969 2.60108 2.11875  0.15
H 4.75851 0.08029 -0.60758  0.47
H 5.62616 0.74808 2.74478  0.50
H 6.73940 4.84947 2.63227  0.49
H 0.98934 4.59637 0.21138  0.16
H 2.75644 6.83330 2.61852  0.46
H 0.80784 2.45762 -0.67887  0.50
H 5.80242 -0.36232 4.45232  0.15
H 2.18805 -0.95076 7.13634  0.18
H 4.01945 -0.21978 0.70391  0.51
H -0.73041 4.75356 -0.01702  0.17
H 7.48564 2.43041 2.02074  0.52
H 1.75862 2.21306 2.51498  0.22
H 2.74977 4.06137 3.20103  0.18
H 4.49828 1.27963 5.99826  0.49
H 2.05481 3.00143 -4.73297  0.21
H 7.04084 0.17685 5.58042  0.20
H 1.69587 3.82175 -3.28940  0.21
H 9.95740 0.50429 3.80769  0.46
H 2.85624 0.96922 -3.51514  0.17
H 2.14968 0.55774 2.39045  0.21
H 3.02651 5.34542 4.29431  0.15
H 5.57516 -0.72772 6.10842  0.15
H 2.40587 0.72178 5.53317  0.48
H 1.05977 0.33752 7.44076  0.17
H 0.66645 4.75713 4.57650  0.22
H 2.45612 1.73123 1.05190  0.22
H 3.82866 2.03590 3.69137  0.17
H 7.29001 1.20476 1.09954  0.48

Atomic forces in eV per Å
O -0.388 0.468 -0.312
O 0.387 0.067 0.231
O 0.438 -0.066 0.020
O -0.169 -0.267 -0.051
O -0.203 0.127 -0.365
O -0.378 -0.217 -0.092
O -0.043 0.146 0.074
O -0.103 0.275 -0.177
O -0.380 0.289 -0.162
O 0.026 0.194 0.028
C 0.536 0.450 1.857
C 0.160 0.073 0.285
C -1.144 0.268 -0.138
C -1.293 0.644 -0.630
C 0.228 -0.301 0.157
C -0.212 0.323 -0.486
C -1.162 0.193 0.176
C -0.356 0.107 -0.470
C 0.184 0.437 -1.269
H 0.328 -0.320 -0.033
H -0.137 -0.030 0.133
H 0.041 0.124 0.051
H 0.066 0.044 0.100
H 0.206 -0.239 0.191
H -0.139 -0.026 0.071
H 0.437 -0.227 0.607
H 0.017 -0.252 0.649
H 0.225 0.094 -0.261
H -0.270 0.178 0.110
H 0.050 -0.144 0.132
H -0.013 0.109 0.022
H 0.043 -0.133 0.037
H 0.108 0.066 -0.211
H 0.125 -0.012 -0.262
H -0.157 -0.199 -0.083
H -0.131 0.365 -0.201
H 0.546 -0.029 0.227
H 0.139 0.073 -0.319
H -0.153 -0.282 -0.102
H 0.011 -0.411 0.087
H 0.462 0.279 0.354
H -0.262 0.097 -0.615
H 0.276 -0.284 -0.053
H 0.344 -0.204 0.109
H 0.056 -0.342 0.050
H -0.108 -0.187 0.471
H -0.053 -0.028 -0.013
H 0.222 0.067 -0.174
H 0.334 -0.197 -0.244
H 0.061 -0.082 -0.078
H 0.116 0.206 0.372
H -0.161 -0.131 0.094
H 0.039 -0.109 0.235
H 0.267 -0.376 -0.147
H 0.044 -0.517 -0.145
H 0.751 -0.120 0.110
H 0.143 -0.031 0.054

Properties
2S+1 = 1
Kohn-Sham gap = 9.61 eV
Structure (SMILES) = CCO.CCO.CCO.CO.CO.CO.O.O.O.O


For reference, total energy by record: -31897.766, -31897.882, -30422.634 eV.